Record 1
{"formula": "C8H24BeN2O14", "method": "ωB97M-V/def2-TZVPD", "elements": ["Be", "N", "O", "O", "O", "N", "O", "O", "O", "C", "C", "O", "O", "H", "H", "H", "H", "H", "H", "C", "C", "O", "O", "H", "H", "H", "H", "H", "H", "C", "C", "O", "O", "H", "H", "H", "H", "H", "H", "C", "C", "O", "O", "H", "H", "H", "H", "H", "H"], "xyz": [[-23.356, 4.532, -11.482], [-24.950, 7.753, -15.181], [-24.388, 7.315, -14.159], [-24.200, 8.264, -15.986], [-26.174, 7.911, -15.246], [-23.472, 2.405, -6.835], [-23.007, 2.909, -7.861], [-23.358, 2.908, -5.693], [-24.150, 1.381, -6.967], [-18.542, 5.050, -12.581], [-18.700, 6.488, -13.052], [-19.570, 6.662, -14.202], [-19.537, 4.618, -11.700], [-17.657, 4.885, -11.966], [-18.653, 4.310, -13.373], [-17.681, 6.851, -13.181], [-19.078, 7.103, -12.235], [-19.475, 7.590, -14.428], [-19.417, 3.667, -11.643], [-25.126, 7.323, -8.744], [-23.699, 7.382, -8.115], [-22.718, 7.257, -9.169], [-25.352, 5.947, -9.105], [-25.049, 7.980, -9.610], [-25.948, 7.633, -8.099], [-23.596, 6.519, -7.457], [-23.524, 8.220, -7.439], [-21.857, 7.431, -8.782], [-26.105, 5.642, -8.593], [-26.719, 0.223, -11.548], [-28.012, 0.505, -12.383], [-29.017, 1.349, -11.608], [-25.899, 1.431, -11.181], [-26.047, -0.471, -12.053], [-26.879, -0.273, -10.590], [-28.395, -0.503, -12.545], [-27.684, 0.723, -13.399], [-29.861, 0.919, -11.447], [-25.782, 1.383, -10.230], [-21.220, 0.677, -13.579], [-22.196, 1.353, -14.535], [-22.331, 2.753, -14.252], [-21.387, 1.169, -12.259], [-20.244, 1.062, -13.876], [-21.353, -0.401, -13.671], [-23.143, 0.819, -14.451], [-21.887, 1.200, -15.569], [-22.403, 3.206, -15.095], [-21.233, 0.473, -11.615]], "atomic_forces_ev_per_a": [[-0.054, 0.065, 0.130], [-0.938, 2.258, 1.129], [-0.104, -1.367, 0.710], [0.600, -0.076, -1.575], [0.603, -1.089, -0.002], [-1.312, -0.319, 1.347], [0.781, 0.945, -0.086], [0.509, -0.100, -1.624], [-0.008, -0.336, -0.008], [-0.301, -0.555, -0.265], [-0.186, -0.120, 0.264], [1.085, -0.538, 0.965], [-2.011, 0.135, 1.194], [0.878, 0.547, -0.837], [0.995, 0.520, -0.858], [0.082, 0.118, -0.749], [-0.243, -0.171, 0.310], [-0.221, 0.087, -0.230], [-0.344, -0.092, 0.232], [1.688, -0.421, 0.352], [-0.584, -0.879, 0.316], [-0.760, 0.356, 0.243], [-0.061, 0.466, -0.509], [-0.494, -0.242, -0.321], [0.391, 0.339, 0.196], [-0.122, -0.278, -0.002], [-0.055, 0.599, -0.524], [0.100, -0.074, -0.021], [0.042, -0.202, -0.109], [0.594, 1.578, 1.026], [-0.070, -0.905, 2.463], [2.495, -0.487, -1.742], [-1.085, -1.166, -0.979], [-0.134, 0.155, -0.661], [-0.793, -0.002, -0.071], [-0.482, -0.136, 0.322], [-0.613, 1.570, 0.086], [0.234, -0.582, -0.441], [-0.020, 0.079, 0.060], [0.414, 1.481, -0.426], [-0.581, -0.284, 0.375], [0.110, -0.513, 0.026], [-0.611, -0.063, 0.349], [0.445, -0.744, -0.257], [0.333, -0.009, 0.049], [-0.472, 0.372, 0.163], [0.348, -0.016, 0.009], [-0.034, 0.172, 0.033], [-0.037, -0.075, -0.055]], "mulliken_charge": [0.810, 1.039, -0.462, -0.477, -0.510, 1.002, -0.473, -0.523, -0.521, -0.378, -0.422, -0.510, -0.470, 0.302, 0.319, 0.321, 0.291, 0.294, 0.276, -0.451, -0.337, -0.481, -0.421, 0.210, 0.379, 0.234, 0.381, 0.279, 0.256, -0.461, -0.290, -0.523, -0.464, 0.278, 0.338, 0.275, 0.274, 0.300, 0.286, -0.332, -0.456, -0.417, -0.501, 0.217, 0.364, 0.247, 0.347, 0.276, 0.287], "homo_lumo_gap_ev": 2.229, "charge": 0, "relative_energy_kj_mol": 1001.1, "spin_multiplicity": 1, "lumo_energy_ev": -6.06, "e_tot_ha": -1496.1048, "homo_energy_ev": -8.293}


Record 2
{"formula": "C8H24BeNO11", "method": "ωB97M-V/def2-TZVPD", "elements": ["Be", "N", "O", "O", "O", "C", "C", "O", "O", "H", "H", "H", "H", "H", "H", "C", "C", "O", "O", "H", "H", "H", "H", "H", "H", "C", "C", "O", "O", "H", "H", "H", "H", "H", "H", "C", "C", "O", "O", "H", "H", "H", "H", "H", "H"], "xyz": [[0.168, 0.028, 0.331], [0.712, -0.872, -3.029], [-0.141, -1.695, -3.358], [0.894, -0.554, -1.802], [1.465, -0.376, -3.859], [-0.117, -2.846, 1.010], [1.348, -2.762, 1.317], [1.537, -1.448, 1.880], [-0.405, -2.111, -0.162], [-0.659, -2.537, 1.903], [-0.321, -3.896, 0.786], [2.057, -2.902, 0.502], [1.619, -3.433, 2.135], [2.201, -1.444, 2.572], [-0.923, -2.644, -0.772], [-0.319, 1.136, 3.589], [-1.023, -0.180, 3.445], [-1.598, -0.415, 2.157], [0.666, 1.270, 2.563], [0.153, 1.138, 4.576], [-0.980, 2.006, 3.602], [-1.889, -0.279, 4.105], [-0.380, -1.024, 3.706], [-2.379, -0.973, 2.166], [1.248, 1.991, 2.823], [3.109, 1.766, -0.804], [2.114, 2.864, -1.076], [0.777, 2.331, -1.044], [2.636, 1.144, 0.388], [4.099, 2.199, -0.652], [3.176, 1.110, -1.675], [2.366, 3.519, -1.910], [2.083, 3.546, -0.216], [0.168, 3.034, -1.289], [3.380, 0.780, 0.877], [-2.682, -0.176, -3.083], [-2.077, 0.813, -2.120], [-2.072, 0.227, -0.772], [-4.101, 0.063, -3.143], [-2.554, -1.229, -2.839], [-2.249, 0.006, -4.071], [-2.666, 1.732, -2.108], [-1.061, 1.119, -2.355], [-2.946, 0.481, -0.454], [-4.435, -0.510, -3.840]], "atomic_forces_ev_per_a": [[-0.144, -1.161, -1.841], [0.542, -0.115, -1.086], [-0.437, -0.049, 0.764], [0.038, 0.841, 1.948], [-0.062, 0.237, 0.288], [0.641, -2.055, -0.680], [0.721, 0.355, 1.446], [-0.631, 0.956, -0.949], [0.246, 1.368, 1.686], [-0.220, 0.100, -0.264], [-0.206, -0.046, 0.313], [-0.422, -0.087, -0.337], [-0.268, -0.487, -0.308], [0.100, 0.170, -0.096], [-0.065, 0.528, -0.507], [-0.136, 0.270, 0.280], [-1.498, -1.295, 0.586], [1.495, 1.180, -1.391], [-0.392, -0.489, -0.313], [0.114, -0.181, -0.036], [-0.253, -0.188, -0.355], [0.400, 0.585, 0.600], [0.343, 0.205, -0.172], [0.028, -0.037, 0.169], [0.145, 0.064, -0.508], [-0.297, 0.587, -0.734], [-0.370, 1.068, 1.640], [-0.113, -0.649, -0.592], [-0.337, -0.621, 0.197], [-0.058, 0.118, 0.112], [-0.250, -0.445, 0.316], [-0.268, -0.618, -0.576], [0.704, 0.023, 0.068], [-0.048, -0.027, 0.024], [-0.064, -0.234, -0.089], [-0.663, 0.373, -0.979], [0.188, -0.502, 0.334], [0.657, 0.837, -0.020], [0.242, 0.132, 0.164], [0.655, 0.176, 0.320], [0.080, -0.112, 0.013], [-0.195, -0.115, -0.022], [0.113, -0.488, -0.068], [0.154, -0.233, 0.611], [-0.210, 0.062, 0.044]], "mulliken_charge": [1.017, 0.803, -0.627, -0.448, -0.609, -0.423, -0.558, -0.349, -0.131, 0.123, 0.500, 0.263, 0.453, 0.262, 0.217, -0.557, -0.499, -0.423, -0.328, 0.384, 0.366, 0.505, 0.236, 0.306, 0.240, -0.397, -0.649, -0.326, -0.352, 0.459, 0.258, 0.413, 0.292, 0.237, 0.229, -0.631, -0.330, -0.335, -0.556, 0.295, 0.410, 0.514, 0.175, 0.249, 0.323], "homo_lumo_gap_ev": 6.696, "charge": 1, "relative_energy_kj_mol": 235.1, "spin_multiplicity": 1, "lumo_energy_ev": -4.51, "e_tot_ha": -1215.8705, "homo_energy_ev": -11.205}


Record 3
{"formula": "C8H24Ca2FO4", "method": "ωB97M-V/def2-TZVPD", "elements": ["Ca", "Ca", "F", "C", "C", "O", "H", "H", "H", "H", "H", "H", "C", "C", "O", "H", "H", "H", "H", "H", "H", "C", "C", "O", "H", "H", "H", "H", "H", "H", "C", "C", "O", "H", "H", "H", "H", "H", "H"], "xyz": [[-0.316, -3.937, -0.353], [1.831, -1.576, 1.390], [0.318, -1.659, -0.410], [0.631, 1.972, 0.686], [2.059, 1.723, 1.189], [2.209, 0.642, 2.043], [-0.130, 1.943, 1.465], [0.284, 1.169, 0.036], [0.563, 2.848, 0.042], [2.395, 2.662, 1.630], [2.790, 1.609, 0.388], [1.894, 1.082, 2.836], [-0.906, -1.829, 4.271], [-0.640, -0.460, 3.559], [-0.415, -0.820, 2.254], [-0.351, -2.591, 3.725], [-1.906, -2.216, 4.072], [-0.798, -1.844, 5.356], [0.246, 0.036, 3.955], [-1.393, 0.283, 3.821], [-1.208, -1.297, 1.996], [-2.954, 0.392, -0.223], [-2.729, -0.197, -1.683], [-1.392, 0.196, -1.823], [-2.850, 1.469, -0.092], [-2.356, -0.229, 0.445], [-3.934, 0.099, 0.152], [-3.305, 0.222, -2.507], [-2.915, -1.271, -1.673], [-0.948, -0.492, -1.323], [1.870, 0.619, -3.199], [1.509, 0.339, -4.603], [1.901, -1.044, -4.754], [2.953, 0.596, -3.078], [1.446, -0.157, -2.562], [1.521, 1.620, -2.945], [2.066, 1.058, -5.203], [0.439, 0.354, -4.811], [2.519, -1.316, -4.071]], "atomic_forces_ev_per_a": [[-0.627, 1.156, -1.396], [-0.578, 2.822, 0.205], [0.569, -3.077, 1.423], [0.064, -1.304, -0.491], [-0.143, 3.096, -3.194], [-0.249, -1.634, 1.460], [0.221, 0.669, 0.327], [0.198, -0.312, -0.297], [0.087, 0.229, 0.466], [0.161, -0.232, 0.685], [-0.276, -0.214, -0.385], [0.098, -0.828, 1.120], [-0.644, 0.750, -0.027], [0.243, -1.068, 4.068], [0.718, -0.110, -2.846], [1.029, -0.203, 0.497], [-0.557, 0.576, 0.091], [0.345, -0.105, -0.175], [0.395, -0.374, -0.066], [-0.628, -0.155, -0.976], [-0.369, 0.238, -0.529], [-2.513, -1.723, -0.778], [-0.474, 2.290, 2.275], [1.427, -1.251, -1.444], [0.399, -0.284, -0.285], [0.869, 0.359, 0.089], [-0.539, 0.403, -0.089], [-0.156, 0.183, 0.382], [0.176, -0.405, -0.098], [0.745, 0.544, -0.140], [-0.213, 1.230, 1.001], [0.575, -1.501, 0.464], [-0.414, -0.308, -1.268], [0.145, 0.084, -0.090], [-0.350, 0.151, 0.344], [-0.023, -0.031, 0.540], [-0.082, -0.430, -0.664], [0.138, 0.318, -0.006], [0.231, 0.454, -0.193]], "mulliken_charge": [1.712, 1.540, -0.591, -0.425, -0.542, -0.534, 0.235, -0.091, 0.427, 0.332, 0.391, 0.314, -1.033, -0.309, 0.069, 0.149, 0.411, 0.371, 0.304, 0.265, 0.058, -0.311, -0.220, -0.358, 0.268, -0.332, 0.436, 0.324, 0.076, 0.015, -0.967, -0.127, -0.510, 0.481, -0.002, 0.393, 0.263, 0.251, 0.267], "homo_lumo_gap_ev": 2.735, "charge": 3, "spin_multiplicity": 1, "lumo_energy_ev": -14.02, "e_tot_ha": -2074.1594, "homo_energy_ev": -16.757}


Record 4
{"formula": "C8H24Cl3MnO10P2", "method": "ωB97M-V/def2-TZVPD", "elements": ["Mn", "Cl", "Cl", "Cl", "C", "O", "P", "O", "O", "C", "O", "C", "H", "H", "H", "H", "H", "H", "H", "H", "H", "C", "O", "P", "O", "O", "C", "O", "C", "H", "H", "H", "H", "H", "H", "H", "H", "H", "C", "C", "O", "O", "H", "H", "H", "H", "H", "H"], "xyz": [[2.429, 2.578, -1.710], [3.034, 4.846, 1.281], [5.639, 2.134, -3.557], [0.537, 5.026, -3.826], [-3.024, 3.796, 2.582], [-3.361, 3.536, 1.195], [-2.788, 2.176, 0.557], [-1.408, 2.099, 0.005], [-3.092, 1.004, 1.715], [-4.322, 0.815, 2.329], [-3.948, 1.850, -0.509], [-4.286, 2.752, -1.608], [-2.245, 3.286, 3.148], [-3.935, 3.671, 3.167], [-2.780, 4.842, 2.769], [-5.202, 1.316, 1.925], [-4.211, 1.103, 3.374], [-4.561, -0.247, 2.371], [-5.196, 3.341, -1.495], [-4.443, 2.066, -2.441], [-3.442, 3.411, -1.813], [4.838, -3.191, 0.455], [3.621, -3.185, 1.253], [2.782, -1.923, 1.555], [3.152, -0.721, 0.773], [1.209, -2.383, 1.450], [0.845, -3.595, 2.097], [2.891, -1.755, 3.180], [3.764, -0.742, 3.624], [4.830, -4.118, -0.118], [5.647, -3.107, 1.181], [4.992, -2.347, -0.217], [1.570, -3.798, 2.886], [0.885, -4.361, 1.322], [-0.110, -3.545, 2.621], [4.339, -1.240, 4.404], [3.372, 0.100, 4.194], [4.568, -0.454, 2.947], [0.506, -1.739, -3.937], [-1.006, -1.726, -4.009], [-1.442, -1.828, -5.360], [1.059, -0.383, -4.122], [0.787, -2.319, -4.816], [0.784, -2.170, -2.975], [-1.518, -1.007, -3.369], [-1.266, -2.717, -3.639], [-1.482, -0.966, -5.780], [0.987, -0.180, -5.058]], "atomic_forces_ev_per_a": [[0.728, 1.665, -0.410], [-0.233, -0.890, -0.906], [-1.218, -0.003, 0.713], [0.531, -1.018, 0.710], [-0.942, 1.278, 1.180], [1.408, -0.704, 0.864], [-0.256, -1.798, -0.179], [-1.812, 0.322, 1.210], [1.485, 1.771, -2.523], [-0.923, -0.428, 1.331], [-0.103, 0.751, 0.484], [0.774, -0.760, -0.223], [0.267, -0.820, -1.102], [-0.171, -0.320, -0.127], [0.080, 0.171, -0.871], [0.323, 0.307, -0.427], [-0.161, 0.241, 0.135], [0.140, -0.135, -0.340], [0.047, -0.179, 0.740], [0.107, 0.270, -0.135], [-0.066, -0.014, -0.122], [0.218, 0.158, 0.516], [0.587, -0.994, -0.877], [-2.124, 2.091, 0.825], [-0.570, -1.088, 0.516], [1.698, 1.001, -0.179], [0.745, -0.401, 0.282], [-0.650, 0.282, -1.991], [2.273, -0.509, 2.007], [0.170, 0.080, 0.280], [0.177, -0.538, -0.183], [-0.797, 0.136, 0.037], [0.053, -0.380, -0.041], [-0.292, -0.315, 0.370], [-0.190, 0.359, -0.566], [0.195, -0.170, 0.302], [-0.886, 0.113, -0.902], [-0.672, 0.318, -0.562], [-0.498, 2.055, -0.794], [0.190, -1.715, -0.047], [-0.362, 0.615, -0.130], [-0.252, -1.237, 0.815], [0.445, -0.472, 0.422], [0.593, 0.329, -0.159], [0.120, 0.401, -0.339], [-0.295, -0.079, 0.378], [0.008, 0.190, 0.081], [0.107, 0.064, -0.062]], "mulliken_charge": [1.299, -0.759, -0.750, -0.758, -0.771, -0.324, 0.922, -0.553, -0.256, -0.743, -0.308, -0.672, 0.341, 0.296, 0.322, 0.321, 0.308, 0.257, 0.238, 0.243, 0.367, -0.646, -0.284, 1.055, -0.647, -0.289, -0.633, -0.360, -0.760, 0.228, 0.266, 0.342, 0.306, 0.242, 0.246, 0.303, 0.288, 0.325, -0.336, -0.294, -0.541, -0.501, 0.287, 0.290, 0.247, 0.268, 0.315, 0.261], "homo_lumo_gap_ev": [4.832, 5.420], "charge": -1, "s2": 8.780, "spin_multiplicity": 6, "lumo_energy_ev": [-0.69, -0.32], "e_tot_ha": -4285.9636, "homo_energy_ev": [-5.521, -5.742]}


Calculated values (g/mol) of molar mass for the records, taken in order: 381.29, 319.29, 283.43, 503.51.